Entry 1:
ORCA calculation (ωB97M-V with the def2-TZVPD basis set) on the molecule C5H7N at a distorted geometry.

Structure (XYZ):
```
13
Properties=species:S:1:pos:R:3
C -0.75785 -0.45581 1.68929
C -0.18588 -0.14165 0.34397
C 0.98908 -0.57767 -0.23877
C 0.99420 -0.04048 -1.53547
C -0.11048 0.80480 -1.75161
N -0.80685 0.68624 -0.53286
H -0.91583 0.45576 2.27611
H -1.72289 -0.96425 1.59754
H -0.08565 -1.10712 2.25236
H 1.76001 -1.17130 0.22620
H 1.74945 -0.12442 -2.30804
H 0.79173 1.51302 -1.66928
H -1.69904 1.12286 -0.34944
```

Its HOMO energy is -8.2 eV. Its structure (SMILES) is Cc1ccc[nH]1. The value obtained for the total energy is -249.38959 a.u. The calculation puts the energy above the lowest of the compared OMol25 structures with the same formula, charge and spin at 2.276 eV. The value obtained for the frontier orbital gap is 9.2 eV.

Entry 2:
ORCA calculation (ωB97M-V with the def2-TZVPD basis set) on the molecule C5H7N at a distorted geometry.

Structure (XYZ):
```
13
Properties=species:S:1:pos:R:3
C 2.69234 -0.90008 -0.32462
C 1.75968 -0.17068 -0.51814
C 0.45091 0.39750 -0.49949
C -0.01306 1.10439 0.71564
N -0.40332 -0.27582 0.45302
C -1.75080 -0.57065 0.01051
H 3.56465 -1.46921 -0.18326
H 0.04451 0.68368 -1.46478
H -0.69031 1.94190 0.53950
H 0.67464 1.23222 1.55267
H -1.78889 -1.48166 -0.60654
H -2.18041 0.25383 -0.57176
H -2.35994 -0.74543 0.89725
```

Its HOMO energy is -9.3 eV. Its structure (SMILES) is C#C[C@@H]1CN1C. The value obtained for the total energy is -249.34846 a.u. The calculation puts the energy above the lowest of the compared OMol25 structures with the same formula, charge and spin at 3.395 eV. The value obtained for the frontier orbital gap is 10.4 eV.

Entry 3:
ORCA calculation (ωB97M-V with the def2-TZVPD basis set) on the molecule C5H7N.

Structure (XYZ):
```
13
Properties=species:S:1:pos:R:3
C -1.23508 0.86808 1.01012
C -0.21860 0.01455 0.30824
C 0.61879 0.45474 -0.85794
N 1.18448 -0.81902 -1.28800
C 1.01965 -1.84942 -0.46413
C 0.09195 -1.27253 0.54866
H -1.23013 0.67494 2.08711
H -1.08658 1.94041 0.84943
H -2.24204 0.62329 0.64622
H 0.11189 1.03016 -1.64151
H 1.81141 -0.85343 -2.07930
H 1.47310 1.04088 -0.49827
H -0.29886 -1.85265 1.37937
```

Its HOMO energy is -8.1 eV. The value obtained for the total energy is -249.39124 a.u. The calculation puts the energy above the lowest of the compared OMol25 structures with the same formula, charge and spin at 2.231 eV. The value obtained for the frontier orbital gap is 8.9 eV.

Entry 4:
ORCA calculation (ωB97M-V with the def2-TZVPD basis set) on a structure of composition C5H7N at a distorted geometry.

Structure (XYZ):
```
13
Properties=species:S:1:pos:R:3
C 1.20515 -0.98588 -0.03843
C -1.30299 -0.21271 0.76709
C -1.21852 -0.15621 -0.75257
C 1.24819 1.02277 -0.08519
C 0.18638 -0.02818 -0.37318
N 2.15561 -0.12576 0.27621
H 1.31427 -2.01564 0.15164
H -1.80695 0.57732 1.30515
H -1.36254 -1.11822 1.34032
H -1.45909 -1.05966 -1.28886
H -1.62554 0.80628 -1.33837
H 1.49464 1.73538 -0.93202
H 1.17138 1.56051 0.96821
```

Its HOMO energy is -8.6 eV. The value obtained for the total energy is -249.31664 a.u. The calculation puts the energy above the lowest of the compared OMol25 structures with the same formula, charge and spin at 4.261 eV. The value obtained for the frontier orbital gap is 9.4 eV.

Entry 5:
ORCA calculation (ωB97M-V with the def2-TZVPD basis set) on the molecule C5H7N.

Structure (XYZ):
```
13
Properties=species:S:1:pos:R:3
C -1.98540 -1.41132 -1.74711
C -1.07902 -1.14439 -0.99782
C 0.07981 -0.53286 -0.38278
C 0.88277 -0.83307 0.84039
N -0.07898 0.24209 0.82535
C 0.34295 1.62377 0.72982
H -2.76157 -1.60026 -2.45183
H 0.69186 -0.07616 -1.16363
H 1.94321 -0.59004 0.72992
H 0.67310 -1.66007 1.51373
H -0.45427 2.17166 0.21640
H 1.27874 1.75717 0.15982
H 0.46679 2.05348 1.72776
```

Its HOMO energy is -9.5 eV. Its structure (SMILES) is C#C[C@@H]1CN1C. The value obtained for the total energy is -249.34804 a.u. The calculation puts the energy above the lowest of the compared OMol25 structures with the same formula, charge and spin at 3.407 eV. The value obtained for the frontier orbital gap is 10.5 eV.

Entry 6:
ORCA calculation (ωB97M-V with the def2-TZVPD basis set) on the molecule C5H7N at a distorted geometry.

Structure (XYZ):
```
13
Properties=species:S:1:pos:R:3
C -1.57060 0.23607 -0.35392
C -0.27720 0.11238 0.44465
C 0.45124 -1.14252 0.22176
C 1.65399 -0.74532 -0.24845
N 1.85709 0.64681 -0.27939
C 0.72326 1.21242 0.01761
H -1.17865 0.51086 -1.36443
H -2.11515 1.13662 0.02101
H -2.32015 -0.71042 -0.29882
H -0.50237 0.10424 1.46280
H 0.19236 -2.20434 0.36443
H 2.50195 -1.33967 -0.38309
H 0.58424 2.18287 0.39583
```

Its HOMO energy is -9.2 eV. Its structure (SMILES) is C[C@H]1C=CN=C1. The value obtained for the total energy is -249.40377 a.u. The calculation puts the energy above the lowest of the compared OMol25 structures with the same formula, charge and spin at 1.890 eV. The value obtained for the frontier orbital gap is 9.7 eV.

Entry 7:
ORCA calculation (ωB97M-V with the def2-TZVPD basis set) on the molecule C5H7N.

Structure (XYZ):
```
13
Properties=species:S:1:pos:R:3
C -1.39802 0.21882 0.82697
C -0.46189 0.08582 -0.36518
C 0.89565 0.75933 -0.24014
C 0.22902 -1.24424 -0.54885
C 1.52030 -0.88430 -0.23225
N 2.63900 -0.57369 0.13361
H -2.26649 -0.43596 0.70048
H -1.75774 1.24853 0.94582
H -0.88450 -0.08309 1.74618
H -0.94190 0.46053 -1.27958
H 1.16053 1.27898 0.67966
H 1.29880 1.21549 -1.13909
H -0.03274 -2.04624 -1.22762
```

Its HOMO energy (alpha / beta) is -7.7 / -7.7 eV. The value obtained for the total energy is -249.29951 a.u. The calculation puts the energy above the lowest of the compared OMol25 structures with the same formula, charge and spin at 4.727 eV. The value obtained for the frontier orbital gap (alpha / beta) is 7.1 / 7.1 eV.

Entry 8:
ORCA calculation (ωB97M-V with the def2-TZVPD basis set) on the molecule C5H7N at a distorted geometry.

Structure (XYZ):
```
13
Properties=species:S:1:pos:R:3
C 0.90922 0.23092 -1.09957
C -0.46493 0.85852 -1.01938
C -1.04782 0.92149 0.21513
C -0.54349 0.11282 1.26751
N 0.15873 -0.98250 0.85849
C 0.80300 -1.02079 -0.29936
H 1.69436 0.90493 -0.67708
H 1.20879 0.00824 -2.13235
H -0.92483 1.31615 -1.89600
H -1.96223 1.49480 0.38874
H -0.94646 0.08813 2.27756
H 0.25268 -1.76529 1.49601
H 1.30497 -1.95258 -0.55726
```

Its HOMO energy is -6.6 eV. The value obtained for the total energy is -249.39788 a.u. The calculation puts the energy above the lowest of the compared OMol25 structures with the same formula, charge and spin at 2.051 eV. The value obtained for the frontier orbital gap is 7.5 eV.

Entry 9:
ORCA calculation (ωB97M-V with the def2-TZVPD basis set) on the molecule C5H7N.

Structure (XYZ):
```
13
Properties=species:S:1:pos:R:3
C -1.85813 0.18480 0.02391
N -0.41580 0.10762 0.10005
C 0.28482 -0.92777 0.66049
C 1.61147 -0.77987 0.34126
C 1.71920 0.39854 -0.44752
C 0.45510 0.91906 -0.58129
H -2.30050 -0.12138 0.97663
H -2.24445 -0.46169 -0.77306
H -2.15814 1.21461 -0.18659
H -0.22455 -1.68201 1.24575
H 2.41449 -1.45110 0.61784
H 2.62681 0.80047 -0.87963
H 0.08968 1.79872 -1.09783
```

Its HOMO energy is -8.2 eV. Its structure (SMILES) is Cn1cccc1. The value obtained for the total energy is -249.46119 a.u. The calculation puts the energy above the lowest of the compared OMol25 structures with the same formula, charge and spin at 0.328 eV. The value obtained for the frontier orbital gap is 9.3 eV.

Entry 10:
ORCA calculation (ωB97M-V with the def2-TZVPD basis set) on the molecule C5H7N.

Structure (XYZ):
```
13
Properties=species:S:1:pos:R:3
C -1.16966 -0.98717 0.10424
C -1.13904 -0.07966 -0.86786
C -0.10142 0.95472 -0.55068
C 1.35626 0.77975 -0.22352
N 0.35036 0.70865 0.83225
C 0.01359 -0.73328 1.01043
H -1.80943 -1.86158 0.17330
H -1.81756 -0.00755 -1.71293
H -0.34618 1.98566 -0.80547
H 1.93388 1.69803 -0.29150
H 1.97932 -0.10677 -0.29598
H 0.81684 -1.34057 0.56587
H -0.06697 -1.01025 2.06185
```

Its HOMO energy is -8.5 eV. Its structure (SMILES) is C1=C[C@@H]2CN2C1. The value obtained for the total energy is -249.38513 a.u. The calculation puts the energy above the lowest of the compared OMol25 structures with the same formula, charge and spin at 2.397 eV. The value obtained for the frontier orbital gap is 9.6 eV.

Entry 11:
ORCA calculation (ωB97M-V with the def2-TZVPD basis set) on a cluster of 2 separate species, C5H7N in total at a distorted geometry.

Structure (XYZ):
```
13
Properties=species:S:1:pos:R:3
C 0.32786 -1.74799 -0.12137
C 1.56351 -1.26032 -0.02191
C 1.86333 -0.09829 0.77082
N 2.11661 0.84014 1.40132
H 0.12342 -2.62054 -0.73349
H -0.50911 -1.27755 0.38346
H 2.40351 -1.71327 -0.53998
C -1.77173 1.04792 0.21234
C -0.85992 1.58041 -0.59435
H -2.71547 0.65912 -0.16427
H -1.60679 0.97791 1.28571
H 0.08395 1.96036 -0.21037
H -1.01917 1.65210 -1.66791
```

Its HOMO energy is -10.2 eV. Its structure (SMILES) is C=CC#N.C=C. The value obtained for the total energy is -249.39963 a.u. The calculation puts the energy above the lowest of the compared OMol25 structures with the same formula, charge and spin at 2.003 eV. The value obtained for the frontier orbital gap is 10.6 eV.

Entry 12:
ORCA calculation (ωB97M-V with the def2-TZVPD basis set) on a cluster of 2 separate species, C5H7N in total.

Structure (XYZ):
```
13
Properties=species:S:1:pos:R:3
C -0.95878 1.26190 -0.55408
C 0.10759 0.45454 -0.70535
C 1.13194 0.54836 0.32289
N 1.44878 -0.67570 0.61197
C 0.77676 -1.73281 -0.19190
C 0.06622 -0.95240 -1.07067
H -1.44160 -0.26626 1.11475
H -0.93531 2.15601 0.06288
H -1.92094 0.97443 -0.97208
H 1.50360 1.42810 0.83623
H 2.06026 -0.91571 1.38248
H -1.18193 -0.94832 0.94779
H -0.65660 -1.33213 -1.78490
```

Its HOMO energy is -7.9 eV. The value obtained for the total energy is -249.28609 a.u. The calculation puts the energy above the lowest of the compared OMol25 structures with the same formula, charge and spin at 5.092 eV. The value obtained for the frontier orbital gap is 7.3 eV.

Look up the total energy of the eighth one.
-249.39788 a.u.

Look up the total energy of the seventh one.
-249.29951 a.u.

What is the total energy in the ninth record?
-249.46119 a.u.

Which of these has the lowest total energy?
number 9